DFT (ωB97M-V/def2-TZVPD) results for C35H35N3OP2RuS2 as an isolated structure.

Calculated values
- relative energy (zero: lowest compared OMol25 entry of this formula, charge and spin) (kcal/mol) = 40.0
- ⟨S²⟩ = 8.81
- HOMO-LUMO gap (alpha / beta) (eV) = 6.827 / 6.903

Structure (ORCA input):
```
! wB97M-V def2-TZVPD RIJCOSX def2/J DEFGRID3
* xyz 1 6
Ru -1.2234 -0.0756 0.2243
C 1.6396 1.3449 2.1530
C 0.3377 1.2857 2.8424
N -0.7710 0.8653 2.3165
C -1.8354 0.9786 3.1748
C -1.5061 1.4796 4.4015
S 0.1668 1.8325 4.4813
C -3.1672 0.6221 2.7261
C -4.3333 0.8227 3.4105
S -5.6647 0.2164 2.5277
C -4.5757 -0.2694 1.2595
N -3.3329 0.0123 1.5078
C -5.1346 -0.9226 0.0540
H 1.5418 0.9152 1.1546
H 2.3869 0.7861 2.7145
H 1.9768 2.3771 2.0653
H -2.1365 1.6486 5.2497
H -4.4798 1.2656 4.3729
H -6.1031 -1.3642 0.2829
H -4.4504 -1.6855 -0.3175
H -5.2603 -0.1755 -0.7307
N 1.1697 -0.7217 -0.7924
P -0.4286 1.8365 -1.1147
C 0.4867 2.0616 -2.6796
C 1.6996 1.4258 -2.9393
C 2.3968 1.7088 -4.0998
C 1.9077 2.6398 -5.0004
C 0.6990 3.2709 -4.7511
C -0.0134 2.9809 -3.6022
C 0.1438 3.2440 -0.1678
C 1.3753 3.8655 -0.4098
C 1.7963 4.8959 0.4043
C 1.0117 5.3224 1.4654
C -0.2180 4.7249 1.7076
C -0.6504 3.6966 0.8966
P 0.5576 -1.8263 0.2231
C 1.7168 -1.7723 1.6316
C 1.2961 -2.0558 2.9244
C 2.2314 -2.1386 3.9418
C 3.5737 -1.9219 3.6762
C 3.9899 -1.6272 2.3866
C 3.0637 -1.5486 1.3646
C 1.0474 -3.4849 -0.4426
C 1.3561 -3.6303 -1.7898
C 1.8454 -4.8358 -2.2636
C 2.0074 -5.9073 -1.4001
C 1.6954 -5.7630 -0.0568
C 1.2070 -4.5605 0.4232
H 0.8561 -0.8856 -1.7478
H 2.1119 0.7302 -2.2244
H 3.3375 1.2147 -4.2928
H 2.4694 2.8753 -5.8912
H 0.3158 4.0005 -5.4488
H -0.9592 3.4683 -3.4049
H 2.0000 3.5307 -1.2238
H 2.7468 5.3736 0.2241
H 1.3459 6.1348 2.0902
H -0.8324 5.0683 2.5286
H -1.6182 3.2327 1.0572
H 0.2431 -2.2240 3.1241
H 1.9204 -2.3814 4.9460
H 4.2954 -1.9788 4.4759
H 5.0390 -1.4719 2.1844
H 3.3625 -1.3180 0.3516
H 1.2429 -2.7993 -2.4738
H 2.1003 -4.9317 -3.3094
H 2.3825 -6.8508 -1.7705
H 1.8279 -6.5893 0.6248
H 0.9738 -4.4507 1.4729
C -3.1957 -0.1376 -3.4478
O -2.9794 -0.0309 -2.0357
C -2.3955 -0.9656 -1.3186
C -2.0247 -2.2479 -1.9918
H -2.3144 -0.5228 -3.9609
H -3.4187 0.8674 -3.8033
H -4.0430 -0.8012 -3.6405
H -2.9353 -2.7647 -2.3057
H -1.4820 -2.9012 -1.3110
H -1.4122 -2.0824 -2.8841
*
```

So, what does the Löwdin scheme give us? The charges, in e, come out as: 0.85, -0.07, -0.62, -0.02, -0.34, -0.32, 1.11, -0.33, -0.33, 1.11, -0.60, 0.02, -0.08, 0.05, 0.08, 0.09, 0.08, 0.08, 0.08, 0.07, 0.09, -0.26, 1.04, -0.45, -0.12, -0.07, -0.07, -0.08, -0.11, -0.45, -0.09, -0.08, -0.07, -0.08, -0.14, 0.79, -0.40, -0.12, -0.08, -0.07, -0.07, -0.10, -0.34, -0.10, -0.07, -0.07, -0.07, -0.09, -0.03, 0.07, 0.11, 0.11, 0.11, 0.10, 0.10, 0.11, 0.11, 0.11, 0.09, 0.11, 0.11, 0.11, 0.11, 0.11, 0.09, 0.11, 0.11, 0.11, 0.10, -0.04, -0.20, -0.38, -0.10, 0.09, 0.10, 0.10, 0.10, 0.04, 0.08

=====

DFT (ωB97M-V/def2-TZVPD) results for C35H36BCl3FGeN4O5SeW as an isolated structure.

Calculated values
- relative energy (zero: lowest compared OMol25 entry of this formula, charge and spin) (kcal/mol) = 34.7
- ⟨S²⟩ = 0.85
- HOMO-LUMO gap (alpha / beta) (eV) = 6.051 / 5.999

Structure (ORCA input):
```
! wB97M-V def2-TZVPD RIJCOSX def2/J DEFGRID3
* xyz 0 2
W 0.1052 -0.2421 -1.8409
O 4.3935 0.7150 -2.2864
C 4.7730 -0.3790 -2.9727
C 6.1150 -0.4272 -3.3645
C 6.6038 -1.5081 -4.0632
C 5.7736 -2.5774 -4.3976
C 4.4531 -2.5397 -4.0112
C 3.9329 -1.4532 -3.2975
C 2.5210 -1.4752 -2.8938
O 2.0052 -0.3440 -2.4511
N 1.8079 -2.5517 -2.9738
N 0.5049 -2.2659 -2.5443
C -0.2987 -3.2850 -2.6634
C -1.6837 -3.3091 -2.2510
C -2.4516 -4.4690 -2.3933
C -3.7654 -4.4872 -1.9669
C -4.3293 -3.3467 -1.3946
C -3.5904 -2.1870 -1.2374
C -2.2707 -2.1840 -1.6682
O -1.5322 -1.0653 -1.5324
H 3.4375 0.6822 -2.1153
H 6.7469 0.4087 -3.1006
H 7.6452 -1.5218 -4.3578
H 6.1590 -3.4208 -4.9530
H 3.7830 -3.3526 -4.2529
H 0.1275 -4.1921 -3.0795
H -2.0059 -5.3483 -2.8405
H -4.3576 -5.3838 -2.0843
H -5.3614 -3.3628 -1.0713
H -4.0130 -1.2837 -0.8167
C 3.4781 -2.5846 1.5471
C 2.2202 -1.7457 1.7041
C 2.3619 -0.7921 2.8817
O 2.0824 -0.9321 0.5136
B 0.7633 -0.9107 0.1495
O -0.0137 -1.7433 0.9336
C 0.8893 -2.5703 1.7113
C 1.0001 -3.8985 0.9706
C 0.2854 -2.7869 3.0869
H 4.3550 -1.9422 1.6169
H 3.5008 -3.0852 0.5809
H 3.5465 -3.3377 2.3340
H 3.2436 -0.1724 2.7240
H 2.4803 -1.3289 3.8229
H 1.4958 -0.1337 2.9587
H 1.4226 -3.7561 -0.0251
H 0.0005 -4.3210 0.8629
H 1.6216 -4.6128 1.5106
H 0.1013 -1.8438 3.5926
H 0.9466 -3.3926 3.7089
H -0.6619 -3.3174 2.9842
C -4.8820 2.8445 1.7372
N -4.0262 3.5316 0.7973
C -3.9610 3.2982 -0.5366
Se -4.8539 2.0191 -1.5039
N -3.0407 4.1531 -1.0404
C -2.4603 4.8940 -0.0272
C -1.4438 5.8337 -0.0223
C -1.1047 6.3789 1.2068
C -1.7613 6.0036 2.3818
C -2.7753 5.0580 2.3741
C -3.1062 4.5101 1.1468
H -5.4793 2.1253 1.1820
H -4.2710 2.3245 2.4765
H -5.5360 3.5585 2.2382
H -2.7338 4.1057 -2.0057
H -0.9331 6.1198 -0.9309
H -0.3135 7.1141 1.2561
H -1.4656 6.4523 3.3196
H -3.2706 4.7536 3.2851
F 0.4394 2.3019 5.4925
C -0.0456 2.0370 4.2634
C 0.3256 2.8550 3.2097
C -0.1860 2.5876 1.9568
C -1.0550 1.4957 1.7417
C -1.6307 1.2655 0.4718
C -1.3760 0.6724 2.8435
C -0.8931 0.9510 4.1055
H 0.9897 3.6889 3.3868
H 0.0717 3.2254 1.1212
H -1.5435 2.0291 -0.2859
H -2.3732 0.4921 0.3369
H -2.0243 -0.1805 2.6883
H -1.1458 0.3420 4.9628
Cl -0.3311 0.0263 -4.5374
Ge -1.8165 1.2173 -3.1589
Cl 0.9065 1.9648 -1.4467
Cl -1.2414 3.3154 -3.7805
*
```

So, what does the Löwdin scheme give us? The charges, in e, come out as: 1.13, 0.08, -0.25, -0.01, -0.08, -0.09, -0.03, -0.08, -0.39, -0.34, 0.11, -0.12, -0.03, -0.13, -0.02, -0.07, -0.06, 0.02, -0.27, -0.37, 0.06, 0.12, 0.11, 0.10, 0.11, 0.14, 0.12, 0.11, 0.11, 0.10, 0.00, -0.46, 0.00, 0.08, -0.69, 0.07, -0.46, 0.00, 0.00, 0.09, 0.09, 0.10, 0.10, 0.10, 0.08, 0.09, 0.10, 0.09, 0.07, 0.10, 0.09, -0.03, -0.07, -0.79, 0.55, 0.11, -0.19, 0.00, -0.09, -0.09, -0.01, -0.17, 0.04, 0.09, 0.10, 0.05, 0.12, 0.10, 0.10, 0.11, 0.06, -0.28, 0.00, -0.03, -0.30, 0.01, -0.04, -0.02, 0.12, 0.10, 0.00, 0.06, 0.12, 0.12, 0.05, 0.30, 0.13, -0.05